Entry 1:
Here is 2 unconnected molecules or ions with the total composition C3H9N2 from the OMol25 dataset. Energies are from the ωB97M-V functional and the def2-TZVPD basis.

XYZ file:
```
14
Properties=species:S:1:pos:R:3:forces:R:3:lowdin_charge:R:1
C -1.793 -0.388 -0.438 -9.6 0.2 -0.3 -0.0707
C 3.016 0.470 0.482 -6.4 0.3 0.3 -0.0110
C 1.664 0.826 0.702 4.3 0.8 -1.2 -0.0578
N -2.523 0.669 -0.116 1.6 3.2 -0.3 0.1773
N -2.627 -1.353 -0.800 1.3 -1.2 -0.4 0.1939
H -0.838 -0.394 -0.369 6.3 -0.4 0.4 0.0623
H 3.065 -0.493 0.081 1.1 -1.5 -0.4 0.0184
H 3.826 1.125 0.542 1.0 0.8 0.4 0.0345
H 0.827 0.159 0.395 1.0 0.7 0.7 0.0045
H 1.583 1.921 0.884 -0.9 -1.0 0.2 0.0497
H -2.155 1.665 -0.124 -0.4 -1.9 0.3 0.1848
H -3.532 0.606 -0.222 0.3 0.2 0.3 0.1378
H -2.496 -2.346 -0.926 0.8 0.1 0.0 0.1514
H -3.549 -1.057 -1.038 -0.6 -0.1 0.0 0.1248
```
Positions in Å, forces in eV/Å.

Gap between HOMO and LUMO in eV: 8.222
LUMO level in Ha: -0.1706
Charge: +1
Spin multiplicity: 1
Total energy in eV: -6228.2162
Energy relative to the best compared isomer or geometry (same formula, charge and spin) in kJ/mol: 273.3



Entry 2:
Here is C3H2N4 in the gas phase from the OMol25 dataset. Energies are from the ωB97M-V functional and the def2-TZVPD basis.

XYZ file:
```
9
Properties=species:S:1:pos:R:3:forces:R:3:lowdin_charge:R:1
N 2.777 1.134 0.953 -1.0 0.4 -0.5 0.1821
C 1.747 1.049 0.434 1.0 0.3 0.6 -0.2427
C 0.648 -0.477 -0.922 -0.4 -0.2 0.2 -0.0274
C -0.623 -0.977 -0.667 -0.1 -0.1 -0.1 -0.1299
N -1.279 -0.133 0.178 0.0 0.1 0.0 0.0113
N -0.578 0.891 0.554 0.2 -0.3 -0.1 0.1076
N 0.570 0.658 -0.128 0.3 -0.3 0.2 -0.1625
H -1.039 -1.933 -0.941 -0.2 0.2 -0.2 0.0937
H -2.223 -0.213 0.539 0.1 0.1 -0.1 0.1678
```
Positions in Å, forces in eV/Å.

Gap between HOMO and LUMO (alpha / beta) in eV: 9.224 / 9.223
LUMO level (alpha / beta) in Ha: -0.0086 / -0.0086
Spin multiplicity: 1
Total energy in eV: -9099.3245
Energy relative to the best compared isomer or geometry (same formula, charge and spin) in kJ/mol: 344.2



Entry 3:
Here is C20H21N5O4S in the gas phase from the OMol25 dataset. Energies are from the ωB97M-V functional and the def2-TZVPD basis.

XYZ file:
```
51
Properties=species:S:1:pos:R:3:forces:R:3:lowdin_charge:R:1
C 2.931 2.829 -3.537 -0.2 -0.2 0.2 -0.0660
C 2.092 2.070 -2.516 0.3 -0.1 0.0 -0.3642
C 2.757 2.063 -1.137 -0.4 0.1 0.0 -0.1688
C 1.920 1.257 -0.147 0.1 -0.2 -0.1 -0.1606
C 1.690 -0.151 -0.688 0.1 0.0 0.7 -0.2135
N 1.064 -0.071 -1.988 -0.5 -0.9 -0.3 -0.2427
S 0.416 -1.533 -2.481 -0.1 0.2 0.2 0.6767
O 1.246 -2.642 -2.100 -0.1 0.1 0.2 -0.2788
O 0.036 -1.408 -3.856 -0.1 0.2 -0.1 -0.2708
C -1.077 -1.580 -1.484 0.5 0.1 -0.2 -0.2589
C -1.485 -2.770 -0.914 0.1 -0.1 0.0 -0.0312
C -2.664 -2.810 -0.186 -0.2 0.2 0.0 0.0082
C -3.406 -1.647 -0.017 0.2 -0.2 -0.5 -0.1517
C -4.676 -1.660 0.765 0.1 0.1 0.1 -0.4085
O -5.646 -2.320 0.499 -0.1 -0.1 -0.1 0.1296
N -4.690 -0.781 1.838 -0.3 -0.1 0.0 0.2009
C -3.611 -0.191 2.421 0.5 0.7 0.6 -0.3736
N -3.636 0.822 3.234 -1.5 -0.5 -0.7 0.1023
N -2.364 1.054 3.596 1.6 -0.1 0.2 0.1107
C -1.618 0.178 3.001 -0.7 0.6 0.4 -0.2725
C -0.185 0.024 3.093 0.6 -0.3 -0.1 -0.1383
C 0.581 0.977 3.766 -0.1 -0.2 -0.2 0.0054
C 1.950 0.778 3.829 -0.3 0.2 0.1 -0.1397
N 2.562 -0.264 3.291 0.6 -0.1 0.0 0.0648
C 1.832 -1.169 2.663 -0.2 -0.2 -0.1 -0.1463
C 0.455 -1.078 2.528 -0.1 0.3 0.2 -0.0072
O -2.364 -0.665 2.227 -0.1 0.0 0.3 0.1420
C -2.989 -0.454 -0.606 0.0 -0.2 -0.1 -0.0038
C -1.825 -0.426 -1.352 -0.2 0.1 0.0 -0.0321
C 1.877 0.624 -2.966 -0.1 0.3 -0.6 -0.1742
H 2.441 2.831 -4.508 0.0 0.0 -0.2 0.0789
H 3.074 3.859 -3.220 0.0 0.1 0.0 0.0786
H 3.909 2.365 -3.647 0.2 0.0 0.0 0.0819
H 1.111 2.548 -2.428 0.0 0.0 0.0 0.1448
H 2.877 3.086 -0.775 0.1 0.0 0.0 0.1182
H 3.750 1.616 -1.219 0.1 0.0 0.0 0.1240
H 0.953 1.743 -0.001 -0.1 0.0 0.1 0.1194
H 2.423 1.195 0.819 -0.1 0.0 0.0 0.1023
H 1.018 -0.716 -0.038 0.2 0.1 0.1 0.0915
H 2.643 -0.695 -0.749 -0.1 0.0 0.0 0.1354
H -0.870 -3.647 -1.047 0.0 -0.1 0.0 0.1191
H -3.007 -3.731 0.260 0.0 -0.1 0.0 0.1288
H -5.581 -0.602 2.286 0.1 -0.1 -0.1 0.1744
H 0.102 1.830 4.216 0.0 0.1 0.1 0.1135
H 2.593 1.485 4.335 0.0 0.1 0.1 0.1084
H 2.376 -2.005 2.245 0.0 -0.1 -0.1 0.1143
H -0.110 -1.838 2.010 0.0 -0.1 -0.1 0.1142
H -3.583 0.441 -0.488 0.0 0.1 0.0 0.1315
H -1.480 0.478 -1.827 0.0 0.2 0.0 0.1197
H 1.340 0.575 -3.914 0.2 0.1 -0.1 0.1216
H 2.850 0.125 -3.089 0.0 0.0 0.0 0.1425
```
Positions in Å, forces in eV/Å.

Gap between HOMO and LUMO in eV: 9.041
LUMO level in Ha: -0.0134
Spin multiplicity: 1
Total energy in eV: -47556.3549
Energy relative to the best compared isomer or geometry (same formula, charge and spin) in kJ/mol: 0.0



Entry 4:
Here is a molecular structure, C6H6N4 from the OMol25 dataset. Energies are from the ωB97M-V functional and the def2-TZVPD basis.

XYZ file:
```
16
Properties=species:S:1:pos:R:3:forces:R:3:lowdin_charge:R:1
C 2.438 -0.643 -0.224 3.5 -0.2 0.7 -0.0768
C -1.743 0.615 -0.050 0.1 -2.4 -0.4 0.2139
C -1.074 0.128 1.120 -0.9 1.1 -0.3 -0.0496
C 0.069 -0.092 0.205 1.5 0.4 0.4 -0.1030
C -1.490 0.136 2.431 0.7 -0.6 0.8 0.0411
C -0.191 0.264 -2.210 0.0 1.7 -2.0 0.0219
N 1.323 -0.313 0.236 -2.6 -0.2 0.7 0.2879
N -1.775 0.019 3.542 -0.4 0.4 -0.3 0.3908
N 3.590 -0.838 -0.304 -3.4 0.4 -0.4 0.3997
N -0.728 0.308 -0.888 1.4 -0.3 0.8 -0.0219
H -2.778 0.744 -0.344 0.0 0.9 0.1 0.1844
H 0.236 -0.682 -2.482 -0.4 -1.1 0.3 0.1015
H 0.726 0.922 -2.324 -1.5 0.0 0.2 0.1366
H -1.019 0.499 -2.905 0.9 0.1 0.1 0.1318
H -2.091 0.146 4.510 0.3 -0.1 -0.5 0.1874
H 4.508 -1.213 -0.313 0.9 -0.2 -0.2 0.1542
```
Positions in Å, forces in eV/Å.

Gap between HOMO and LUMO in eV: 7.426
LUMO level in Ha: -0.3806
Charge: +2
Spin multiplicity: 1
Total energy in eV: -12257.0737
Energy relative to the best compared isomer or geometry (same formula, charge and spin) in kJ/mol: 17.7